1.
Computed, not measured: C4H8O2 as an isolated structure, with the ωB97M-V functional and the def2-TZVPD basis.

ORCA input file:
```
! RIJCOSX wB97M-V def2-TZVPD def2/J DEFGRID3
* xyz 0 1
C 1.979 0.039 -0.339
O 0.980 -0.762 -0.148
C -0.795 0.066 -0.294
C -1.691 -1.056 0.118
C -0.408 1.079 0.574
O 0.465 1.938 0.182
H 2.341 0.173 -1.371
H 1.421 1.268 -0.122
H 2.737 0.073 0.456
H -0.679 0.255 -1.358
H -1.256 -1.997 -0.230
H -1.790 -1.105 1.207
H -2.690 -0.960 -0.323
H -0.613 0.988 1.647
*
```

For the HOMO-LUMO gap, the calculation gives 8.97 eV. As for the HOMO energy: -8.971 eV.



2.
Computed, not measured: C24H23ClI2LuN3O2 as an isolated structure at a distorted geometry, with the ωB97M-V functional and the def2-TZVPD basis.

ORCA input file:
```
! RIJCOSX wB97M-V def2-TZVPD def2/J DEFGRID3
* xyz -2 1
Lu 0.122 -0.126 -0.524
I -0.649 7.695 -0.554
C -0.793 5.358 -0.627
C -0.431 4.689 -1.771
C -0.619 3.330 -1.766
I -0.163 2.012 -3.480
C -1.136 2.599 -0.689
O -1.343 1.331 -0.758
C -1.420 3.346 0.486
C -1.730 2.527 1.706
N -0.604 1.624 1.932
C 0.610 2.350 2.275
C 1.773 1.410 2.393
C 2.631 1.490 3.461
C 3.698 0.588 3.576
C 3.832 -0.364 2.547
C 2.946 -0.362 1.506
N 1.905 0.504 1.379
C -1.274 4.721 0.493
H -0.020 5.194 -2.633
H -2.618 1.913 1.523
H -1.918 3.188 2.576
H -0.834 0.968 2.677
H 0.501 2.930 3.214
H 0.797 3.069 1.463
H 2.479 2.250 4.220
H 4.377 0.628 4.418
H 4.627 -1.099 2.589
H 3.032 -1.087 0.705
H -1.523 5.284 1.384
Cl -2.117 -1.308 0.946
C -0.351 -1.780 1.266
H -0.372 -2.869 1.059
H -0.297 -1.718 2.371
N 6.510 0.152 -5.221
C 5.591 0.150 -4.517
C 4.483 0.118 -3.664
C 4.427 0.899 -2.500
C 3.329 0.821 -1.664
C 2.206 -0.018 -1.877
C 2.315 -0.763 -3.081
C 3.391 -0.717 -3.940
H 5.243 1.584 -2.284
H 3.346 1.462 -0.784
H 1.494 -1.413 -3.372
H 3.404 -1.302 -4.855
C -0.330 -3.861 -2.515
O -0.219 -2.633 -1.825
C -1.063 -1.551 -2.084
C -2.099 -1.782 -3.157
H -0.364 -3.722 -3.599
H -1.226 -4.418 -2.214
H 0.556 -4.442 -2.248
H -2.668 -2.715 -3.027
H -1.632 -1.807 -4.152
H -2.802 -0.950 -3.150
*
```

For the HOMO-LUMO gap (alpha / beta), the calculation gives 2.90 / 4.22 eV. As for the HOMO energy (alpha / beta): 1.036 / -0.291 eV.



3.
Computed, not measured: a 5-piece molecular cluster, C29H35O17P overall, with the ωB97M-V functional and the def2-TZVPD basis.

ORCA input file:
```
! RIJCOSX wB97M-V def2-TZVPD def2/J DEFGRID3
* xyz 0 1
C 3.857 -2.347 -2.381
C 3.322 -3.711 -2.812
C 1.930 -3.951 -2.195
C 1.037 -4.756 -3.111
O -0.165 -5.247 -2.472
C -1.287 -4.527 -2.826
C -1.797 -4.754 -4.105
C -2.906 -4.061 -4.580
C -3.488 -3.118 -3.742
C -2.999 -2.907 -2.452
C -1.899 -3.627 -1.930
P -1.337 -3.349 -0.188
C -2.652 -4.153 0.843
O -0.081 -4.371 0.092
C -3.682 -1.844 -1.685
O -3.865 -1.868 -0.495
C -4.171 -0.686 -2.492
C -4.061 0.646 -1.812
C -2.738 0.718 -1.105
O -1.735 0.252 -1.574
C -4.657 -0.909 -3.706
C -4.630 -2.295 -4.232
O -5.452 -2.712 -5.001
H 4.751 -2.066 -2.931
H 4.095 -2.366 -1.321
H 3.111 -1.571 -2.535
H 3.997 -4.454 -2.394
H 3.276 -3.788 -3.896
H 2.026 -4.428 -1.229
H 1.457 -2.982 -2.036
H 0.775 -4.129 -3.963
H 1.549 -5.627 -3.518
H -1.314 -5.480 -4.742
H -3.288 -4.234 -5.572
H -2.187 -4.935 1.437
H -3.501 -4.506 0.271
H -3.003 -3.381 1.516
H -0.295 -5.260 -0.221
H -4.049 1.417 -2.583
H -4.891 0.871 -1.149
H -2.644 1.239 -0.138
H -5.037 -0.113 -4.328
C -0.077 0.603 1.840
C -1.190 -0.090 2.593
O -0.528 -0.512 3.793
C 0.546 0.286 3.983
O 1.209 0.307 4.973
O 0.772 1.058 2.900
H -0.420 1.434 1.229
H 0.490 -0.088 1.214
H -2.004 0.589 2.856
H -1.591 -0.942 2.049
C 4.827 0.621 4.631
C 4.170 0.147 3.354
O 5.290 0.000 2.473
C 6.402 -0.184 3.225
O 7.464 -0.500 2.798
O 6.134 0.043 4.535
H 4.318 0.275 5.526
H 4.925 1.708 4.671
H 3.683 -0.822 3.474
H 3.454 0.859 2.954
C 1.111 4.923 4.753
C -0.293 5.474 4.889
O -0.793 5.360 3.550
C -0.088 4.396 2.920
O -0.372 3.940 1.855
O 0.972 4.013 3.656
H 1.456 4.399 5.641
H 1.840 5.689 4.483
H -0.918 4.868 5.547
H -0.321 6.508 5.221
C -0.685 5.794 -0.954
C 0.726 6.320 -1.093
O 0.627 7.161 -2.247
C -0.668 7.545 -2.383
O -1.050 8.374 -3.141
O -1.462 6.850 -1.532
H -0.977 5.619 0.077
H -0.848 4.881 -1.530
H 1.030 6.929 -0.239
H 1.463 5.538 -1.253
*
```

For the HOMO-LUMO gap, the calculation gives 7.58 eV. As for the structure (SMILES): CCCCOc1ccc2c(c1P(C)O)C(=O)C(CC=O)=CC2=O.O=C1OCCO1.O=C1OCCO1.O=C1OCCO1.O=C1OCCO1. As for the HOMO energy: -8.695 eV.